2 unconnected molecules or ions with the total composition C32H35ClF3N2O8S at a distorted geometry. Source: the Open Molecules 2025 dataset; level of theory: ωB97M-V/def2-TZVPD.

ORCA input file:
```
! wB97M-V def2-TZVPD RIJCOSX def2/J DEFGRID3
* xyz 1 1
C 6.345 -5.022 0.474
C 5.576 -4.117 -0.445
O 5.678 -2.909 -0.367
O 4.741 -4.736 -1.308
C 4.757 -4.221 -2.661
C 3.949 -2.959 -2.871
C 2.501 -3.207 -3.300
C 1.702 -3.974 -2.237
C 1.910 -3.354 -0.870
C 1.734 -1.823 -0.677
C 0.380 -1.782 0.063
C -0.736 -1.682 -1.002
C -2.150 -1.365 -0.517
C -2.273 -0.072 0.268
Cl -2.577 1.283 -0.865
N 0.398 -3.022 0.865
N -0.296 -3.283 2.043
C -1.174 -2.151 2.494
C -0.568 -0.947 3.172
O -2.369 -2.258 2.362
C 0.639 -3.554 3.215
C 2.010 -2.934 3.287
O 0.183 -4.242 4.081
C 1.181 -3.874 0.308
S 1.600 -5.572 0.784
O 2.613 -5.407 1.777
O 2.003 -6.337 -0.337
C 0.162 -6.486 1.599
F 0.137 -7.673 1.012
F -0.996 -5.883 1.401
F 0.455 -6.642 2.868
H 5.830 -5.029 1.427
H 6.421 -6.019 0.064
H 7.307 -4.572 0.649
H 4.383 -5.031 -3.273
H 5.790 -4.065 -2.947
H 3.966 -2.306 -2.011
H 4.430 -2.395 -3.664
H 2.511 -3.796 -4.207
H 2.051 -2.243 -3.506
H 0.668 -3.991 -2.568
H 2.053 -4.995 -2.276
H 2.955 -3.541 -0.601
H 2.522 -1.377 -0.078
H 1.739 -1.242 -1.583
H 0.400 -0.844 0.601
H -0.445 -0.905 -1.693
H -0.760 -2.620 -1.551
H -2.751 -1.240 -1.408
H -2.580 -2.217 -0.005
H -1.383 0.199 0.820
H -3.083 -0.108 0.977
H -1.310 -0.176 3.281
H -0.307 -1.265 4.181
H 0.354 -0.606 2.720
H 1.999 -2.074 3.939
H 2.385 -2.613 2.322
H 2.678 -3.697 3.655
C -3.026 10.754 1.365
C -4.333 10.473 1.749
C -4.936 9.292 1.351
C -4.238 8.391 0.557
C -2.932 8.683 0.154
C -2.327 9.862 0.570
C -2.181 7.753 -0.733
O -1.045 8.000 -1.079
C -2.864 6.510 -1.191
C -2.202 5.655 -2.063
C -2.816 4.490 -2.488
C -4.093 4.169 -2.037
C -4.759 5.021 -1.172
C -4.151 6.197 -0.753
C -4.895 7.118 0.153
O -6.008 6.836 0.545
H -2.554 11.674 1.684
H -4.881 11.177 2.361
H -5.950 9.069 1.651
H -1.313 10.080 0.266
H -1.209 5.907 -2.409
H -2.301 3.828 -3.171
H -4.570 3.255 -2.364
H -5.753 4.778 -0.823
*
```

Output
Total energy in eV: -84612.849
HOMO energy in eV: -11.1
Kohn-Sham gap in eV: 6.1

=====

A molecular structure, CH2FSm at a distorted geometry. Source: the Open Molecules 2025 dataset; level of theory: ωB97M-V/def2-TZVPD.

ORCA input file:
```
! wB97M-V def2-TZVPD RIJCOSX def2/J DEFGRID3
* xyz 1 7
H -1.380 -1.009 -1.095
Sm -1.197 -0.080 0.988
C 0.759 0.225 -1.130
F 1.974 0.096 -0.689
H 0.786 0.995 -1.927
*
```

Output
Total energy in eV: -21677.803
HOMO energy (alpha / beta) in eV: -11.8 / -11.7
Kohn-Sham gap (alpha / beta) in eV: 6.2 / 6.2

=====

A molecular structure, C46H59N2P2RhSbSe3Te. Source: the Open Molecules 2025 dataset; level of theory: ωB97M-V/def2-TZVPD.

ORCA input file:
```
! wB97M-V def2-TZVPD RIJCOSX def2/J DEFGRID3
* xyz 1 5
Rh 0.429 0.216 -0.409
C 3.848 0.141 -1.481
N 4.249 -0.149 -0.111
C 3.596 0.596 0.946
P 1.955 -0.141 1.301
C 1.568 0.892 2.764
C 1.147 2.207 2.557
C 0.921 3.049 3.636
C 1.100 2.584 4.934
C 1.519 1.278 5.148
C 1.759 0.436 4.066
C 2.316 -1.800 1.920
C 1.286 -2.740 1.902
C 1.484 -4.015 2.412
C 2.724 -4.366 2.929
C 3.763 -3.444 2.929
C 3.563 -2.166 2.427
C 5.657 -0.361 0.027
C 6.195 -1.567 -0.410
C 7.559 -1.798 -0.308
C 8.393 -0.834 0.246
C 7.856 0.366 0.688
C 6.492 0.609 0.570
P 2.156 0.798 -1.785
C 2.174 0.491 -3.579
C 1.906 -0.789 -4.051
C 2.105 -1.101 -5.387
C 2.559 -0.126 -6.266
C 2.814 1.158 -5.806
C 2.633 1.467 -4.464
C 2.220 2.611 -1.678
C 1.033 3.314 -1.949
C 1.034 4.696 -1.823
C 2.184 5.379 -1.439
C 3.355 4.687 -1.191
C 3.370 3.301 -1.316
H 3.846 -0.783 -2.062
H 4.546 0.817 -1.993
H 3.430 1.659 0.736
H 4.197 0.549 1.852
H 0.982 2.567 1.547
H 0.594 4.067 3.464
H 0.915 3.239 5.777
H 1.661 0.911 6.157
H 2.086 -0.582 4.242
H 0.323 -2.476 1.476
H 0.676 -4.736 2.397
H 2.885 -5.361 3.323
H 4.734 -3.720 3.318
H 4.392 -1.471 2.423
H 5.531 -2.323 -0.814
H 7.970 -2.741 -0.645
H 9.455 -1.020 0.335
H 8.500 1.122 1.119
H 6.081 1.554 0.907
H 1.536 -1.541 -3.365
H 1.897 -2.101 -5.747
H 2.714 -0.367 -7.310
H 3.163 1.921 -6.490
H 2.845 2.469 -4.112
H 0.055 2.098 -3.391
H 0.134 5.259 -2.029
H 2.159 6.457 -1.342
H 4.255 5.215 -0.904
H 4.293 2.767 -1.127
Se -2.633 2.227 0.832
Se -3.054 2.950 2.852
Te -1.588 -0.363 3.482
Se -1.474 0.041 1.093
C -1.453 3.388 -2.638
C -0.198 2.545 -2.418
N -0.487 1.464 -1.515
H -1.307 4.078 -3.469
H -1.711 3.953 -1.742
H -2.289 2.733 -2.881
C -1.363 -1.217 -4.525
C -2.474 -1.948 -3.788
C -3.658 -0.998 -3.620
C -2.927 -3.151 -4.617
Sb -1.681 -2.327 -1.759
C -3.460 -3.035 -0.659
C -4.336 -1.808 -0.385
C -3.041 -3.592 0.705
C -4.266 -4.085 -1.424
C -0.269 -4.053 -1.868
C -0.629 -5.090 -0.807
C 1.145 -3.514 -1.574
C -0.277 -4.733 -3.234
H -1.755 -0.805 -5.464
H -0.549 -1.892 -4.784
H -0.947 -0.390 -3.942
H -3.912 -0.576 -4.602
H -3.433 -0.158 -2.955
H -4.547 -1.506 -3.252
H -3.380 -2.791 -5.551
H -3.677 -3.758 -4.113
H -2.102 -3.793 -4.898
H -3.829 -1.082 0.253
H -5.236 -2.137 0.153
H -4.666 -1.293 -1.282
H -2.301 -2.962 1.211
H -2.648 -4.603 0.647
H -3.928 -3.626 1.349
H -4.773 -3.656 -2.288
H -5.045 -4.501 -0.771
H -3.652 -4.921 -1.768
H -0.611 -4.671 0.200
H 0.114 -5.897 -0.836
H -1.608 -5.540 -0.979
H 1.160 -2.518 -1.123
H 1.749 -3.471 -2.485
H 1.668 -4.179 -0.879
H -1.232 -5.212 -3.447
H 0.495 -5.514 -3.259
H -0.053 -4.034 -4.042
*
```

Output
Total energy in eV: -283088.565
HOMO energy (alpha / beta) in eV: -9.5 / -9.5
Kohn-Sham gap (alpha / beta) in eV: 6.5 / 4.9

=====

C5H8Br2O in the gas phase at a distorted geometry. Source: the Open Molecules 2025 dataset; level of theory: ωB97M-V/def2-TZVPD.

ORCA input file:
```
! wB97M-V def2-TZVPD RIJCOSX def2/J DEFGRID3
* xyz 0 1
C -0.313 1.727 1.071
C -0.542 0.245 0.832
Br -2.370 -0.229 0.457
C 0.390 -0.406 -0.227
C 0.227 0.039 -1.620
Br 2.131 -0.281 0.521
C 0.223 -2.171 -0.042
O 0.359 -2.906 -0.967
H -0.367 2.356 0.170
H 0.687 1.944 1.321
H -1.025 2.072 1.686
H -0.155 -0.224 1.813
H 0.093 1.130 -1.923
H -0.508 -0.641 -1.974
H 1.109 -0.272 -2.151
H 0.061 -2.383 1.032
*
```

Output
Total energy in eV: -147445.851
HOMO energy in eV: -9.6
Kohn-Sham gap in eV: 10.2
SMILES string: C[C@@H](Br)[C@@](C)(Br)C=O

=====

2 unconnected molecules or ions with the total composition C3H8BF at a distorted geometry. Source: the Open Molecules 2025 dataset; level of theory: ωB97M-V/def2-TZVPD.

ORCA input file:
```
! wB97M-V def2-TZVPD RIJCOSX def2/J DEFGRID3
* xyz 0 1
B 0.033 0.061 -0.300
C -0.142 -1.161 0.651
C -1.322 0.743 -0.825
C 1.360 0.694 -0.299
F 1.823 0.185 2.212
H 0.628 -1.388 1.392
H 0.000 -1.977 -0.080
H -1.209 -1.363 0.970
H -1.564 0.553 -1.921
H -1.335 1.789 -0.678
H -2.138 0.165 -0.359
H 1.800 1.781 -0.252
H 2.066 -0.083 -0.512
*
```

Output
Total energy in eV: -6629.876
HOMO energy (alpha / beta) in eV: -11.5 / -9.5
Kohn-Sham gap (alpha / beta) in eV: 9.6 / 6.8

=====

A molecular structure, C30H46F5NO3PSi3Ti at a distorted geometry. Source: the Open Molecules 2025 dataset; level of theory: ωB97M-V/def2-TZVPD.

ORCA input file:
```
! wB97M-V def2-TZVPD RIJCOSX def2/J DEFGRID3
* xyz 1 1
Ti -0.093 0.424 0.301
C -0.423 1.306 3.544
O -0.410 0.414 2.407
Si -0.471 -1.303 2.543
C 1.185 -1.986 3.001
C -1.616 -1.760 3.921
C -0.974 -1.430 0.742
Si -2.892 -1.232 0.601
C -3.842 -2.771 1.064
C -3.582 0.066 1.768
C -3.288 -0.846 -1.192
Si -0.447 -3.126 0.026
C -1.351 -3.564 -1.548
C 1.376 -3.323 -0.313
C -0.843 -4.437 1.307
H -1.451 1.418 3.886
H -0.015 2.266 3.257
H 0.199 0.899 4.338
H 1.529 -1.523 3.931
H 1.944 -1.826 2.237
H 1.104 -3.065 3.176
H -1.048 -1.809 4.853
H -2.042 -2.754 3.743
H -2.443 -1.062 4.054
H -3.567 -3.147 2.054
H -3.724 -3.583 0.343
H -4.902 -2.501 1.094
H -4.493 0.485 1.332
H -3.864 -0.407 2.712
H -2.907 0.891 1.989
H -3.490 -1.769 -1.741
H -2.462 -0.336 -1.692
H -4.171 -0.207 -1.273
H -1.336 -2.761 -2.287
H -2.394 -3.831 -1.359
H -0.862 -4.438 -1.991
H 1.754 -2.624 -1.060
H 1.522 -4.337 -0.702
H 1.982 -3.230 0.593
H -1.911 -4.634 1.391
H -0.468 -4.184 2.306
H -0.354 -5.371 1.008
O 2.364 1.079 2.869
C 2.703 0.695 1.790
N 1.832 0.269 0.726
C 2.623 -0.164 -0.333
O 2.144 -0.577 -1.373
C 4.050 -0.031 0.025
C 5.192 -0.344 -0.682
C 6.409 -0.081 -0.062
C 6.461 0.477 1.216
C 5.299 0.780 1.921
C 4.100 0.511 1.298
H 5.142 -0.776 -1.674
H 7.333 -0.314 -0.575
H 7.426 0.675 1.668
H 5.333 1.213 2.914
C 0.755 -0.583 -4.777
C 0.057 -0.704 -3.423
P -0.001 0.835 -2.412
C 1.495 1.807 -2.889
C 1.949 2.878 -1.892
C -1.287 1.735 -3.389
C -1.626 3.188 -3.042
H 0.698 -1.545 -5.288
H 1.811 -0.333 -4.673
H 0.287 0.159 -5.427
H 0.526 -1.486 -2.832
H -0.989 -0.986 -3.571
H 1.261 2.259 -3.852
H 2.298 1.093 -3.043
H 1.150 3.568 -1.626
H 2.760 3.466 -2.324
H 2.328 2.435 -0.972
H -2.189 1.120 -3.391
H -0.887 1.699 -4.402
H -2.416 3.242 -2.306
H -1.987 3.704 -3.932
H -0.766 3.748 -2.672
F 0.989 2.914 1.118
C -0.301 3.246 0.889
C -1.140 2.274 0.365
C -2.439 2.706 0.168
F -3.357 1.886 -0.366
C -2.873 3.979 0.465
F -4.133 4.331 0.234
C -1.985 4.903 0.987
F -2.389 6.127 1.272
C -0.671 4.534 1.203
F 0.201 5.400 1.705
*
```

Output
Total energy in eV: -109112.806
HOMO energy in eV: -12.0
Kohn-Sham gap in eV: 8.1

=====

C10H10O4 in the gas phase at a distorted geometry. Source: the Open Molecules 2025 dataset; level of theory: ωB97M-V/def2-TZVPD.

ORCA input file:
```
! wB97M-V def2-TZVPD RIJCOSX def2/J DEFGRID3
* xyz 0 1
O -1.740 0.909 1.773
C -1.559 0.658 0.417
C -2.607 0.651 -0.447
C -2.376 0.372 -1.742
C -1.156 -0.106 -2.155
C -0.109 -0.224 -1.247
C -0.255 0.174 0.065
C 0.869 0.121 1.115
O 0.465 -0.910 2.020
O 0.996 1.272 1.790
C 2.246 -0.128 0.399
O 3.224 -0.559 1.293
C 2.157 -1.109 -0.808
C 1.103 -0.936 -1.558
H -2.532 1.344 1.897
H -3.570 1.004 -0.201
H -3.183 0.592 -2.414
H -0.866 -0.414 -3.217
H -0.437 -0.493 2.186
H 0.249 1.514 2.297
H 2.419 0.823 -0.016
H 2.792 -1.020 2.031
H 2.866 -1.920 -1.043
H 1.004 -1.616 -2.433
*
```

Output
Total energy in eV: -18720.567
HOMO energy in eV: -8.8
Kohn-Sham gap in eV: 9.1
SMILES string: Oc1cccc2c1C(O)(O)[C@@H](O)C=C2

=====

A molecular structure, C3H8O4PS at a distorted geometry. Source: the Open Molecules 2025 dataset; level of theory: ωB97M-V/def2-TZVPD.

ORCA input file:
```
! wB97M-V def2-TZVPD RIJCOSX def2/J DEFGRID3
* xyz -1 1
C -1.482 0.378 -0.676
C 2.568 -0.633 -0.458
C -1.536 -1.122 -0.804
O 0.956 2.388 -2.006
O 1.853 1.895 0.387
O -1.535 -1.415 1.845
O 1.897 0.075 -1.443
P 1.225 1.462 -0.909
S -0.548 -1.714 0.794
H -1.547 0.693 0.322
H -0.335 0.784 -0.667
H -2.062 0.940 -1.488
H 1.931 -1.565 -0.055
H 2.703 0.023 0.313
H 3.508 -1.059 -0.868
H -1.361 -1.614 -1.754
H -2.536 -1.559 -0.554
*
```

Output
Total energy in eV: -31554.419
HOMO energy (alpha / beta) in eV: -2.2 / -2.2
Kohn-Sham gap (alpha / beta) in eV: 4.7 / 4.7

=====

C4H8O2 in the gas phase at a distorted geometry. Source: the Open Molecules 2025 dataset; level of theory: ωB97M-V/def2-TZVPD.

ORCA input file:
```
! wB97M-V def2-TZVPD RIJCOSX def2/J DEFGRID3
* xyz 0 1
C -0.752 1.704 0.922
C -0.461 0.198 0.693
O -1.292 -0.546 1.168
C 0.824 -0.959 -0.078
C 0.655 -0.496 -1.468
O 0.256 -2.153 0.240
H 0.185 2.222 1.101
H -1.278 2.240 0.117
H -1.393 1.796 1.817
H 1.923 -0.994 0.138
H -0.392 -0.569 -1.776
H 1.028 0.534 -1.533
H 1.287 -1.190 -2.033
H -0.593 -1.788 0.694
*
```

Output
Total energy in eV: -8370.720
HOMO energy in eV: -9.5
Kohn-Sham gap in eV: 10.3
SMILES string: CC(=O)[C@H](C)O

=====

A molecular structure, C5H10O at a distorted geometry. Source: the Open Molecules 2025 dataset; level of theory: ωB97M-V/def2-TZVPD.

ORCA input file:
```
! wB97M-V def2-TZVPD RIJCOSX def2/J DEFGRID3
* xyz 0 1
C 2.215 0.107 -0.130
C 0.915 -0.848 -0.079
C -0.401 -0.356 0.688
C -1.038 0.957 0.232
C -2.170 0.033 -0.472
H 2.269 1.057 -1.067
H 3.105 -0.655 -0.342
H 2.332 0.819 1.056
H 1.039 -1.874 0.293
H 0.574 -0.885 -1.113
H -0.376 -0.531 1.768
H -1.378 1.610 1.042
H -0.212 1.627 -0.393
H -2.153 -0.093 -1.657
H -3.216 0.203 0.053
O -1.506 -1.171 0.120
*
```

Output
Total energy in eV: -7390.543
HOMO energy in eV: -9.5
Kohn-Sham gap in eV: 10.5

=====

C19H23NO4 in the gas phase at a distorted geometry. Source: the Open Molecules 2025 dataset; level of theory: ωB97M-V/def2-TZVPD.

ORCA input file:
```
! wB97M-V def2-TZVPD RIJCOSX def2/J DEFGRID3
* xyz 0 1
C -5.681 -0.004 2.350
O -6.193 -0.022 1.037
C -5.378 -0.115 -0.052
C -6.046 0.026 -1.266
C -5.383 -0.043 -2.474
C -4.017 -0.253 -2.486
C -3.335 -0.399 -1.291
C -3.989 -0.340 -0.068
O -3.344 -0.508 1.143
C -1.954 -0.677 1.163
C -1.203 0.546 0.731
C -1.604 1.838 0.549
C -0.453 2.555 0.151
C 0.574 1.651 0.121
C 1.996 1.852 -0.214
O 2.436 2.938 -0.543
N 2.741 0.729 -0.120
C 4.162 0.701 -0.384
C 4.952 0.367 0.887
C 4.746 -1.082 1.321
C 5.120 -2.037 0.192
C 4.292 -1.740 -1.055
C 4.494 -0.294 -1.501
O 0.115 0.419 0.474
H -4.971 0.813 2.498
H -5.203 -0.949 2.613
H -6.551 0.153 2.988
H -7.110 0.194 -1.223
H -5.929 0.071 -3.397
H -3.475 -0.304 -3.417
H -2.269 -0.557 -1.324
H -1.640 -1.541 0.557
H -1.722 -0.901 2.212
H -2.594 2.224 0.674
H -0.380 3.596 -0.083
H 2.296 -0.125 0.172
H 4.411 1.717 -0.710
H 6.012 0.536 0.687
H 4.649 1.047 1.686
H 5.360 -1.288 2.200
H 3.703 -1.241 1.607
H 4.960 -3.070 0.508
H 6.180 -1.919 -0.043
H 4.585 -2.413 -1.864
H 3.236 -1.923 -0.846
H 3.870 -0.078 -2.371
H 5.536 -0.149 -1.791
*
```

Output
Total energy in eV: -29755.861
HOMO energy in eV: -8.3
Kohn-Sham gap in eV: 8.8
SMILES string: COc1ccccc1OCc1ccc(C(=O)NC2CCCCC2)o1

=====

C23H28N2O5S in the gas phase at a distorted geometry. Source: the Open Molecules 2025 dataset; level of theory: ωB97M-V/def2-TZVPD.

ORCA input file:
```
! wB97M-V def2-TZVPD RIJCOSX def2/J DEFGRID3
* xyz 0 1
C -4.719 -2.835 -1.313
C -4.497 -1.333 -1.278
O -4.341 -1.097 -0.085
C -3.164 -1.100 0.530
O -2.305 -1.619 -0.007
C -2.947 -0.462 1.777
C -1.556 0.099 1.969
C -1.575 1.653 1.549
N -2.487 1.629 0.565
C -2.314 1.853 -0.626
O -3.274 1.733 -1.579
C -0.973 1.773 -0.972
C -0.202 2.862 -1.100
C 1.070 3.009 -1.377
C 1.910 1.994 -1.769
C 3.244 1.962 -1.621
N 3.920 2.484 -0.778
S 3.447 1.602 0.866
O 4.265 1.854 1.899
O 1.993 1.954 1.066
C 3.576 -0.177 0.638
C 4.972 -0.588 0.286
C 5.179 -1.771 -0.123
C 4.094 -2.831 -0.172
C 4.414 -4.244 -0.508
C 2.876 -2.329 0.300
C 2.584 -1.164 0.545
C 1.087 0.731 -1.616
C -0.279 0.634 -1.527
C -3.714 1.601 1.272
C -3.929 0.686 2.138
H -3.842 -3.366 -1.231
H -5.610 -3.204 -0.661
H -5.019 -2.998 -2.393
H -3.702 -0.851 -1.955
H -5.538 -0.862 -1.544
H -3.016 -1.251 2.768
H -0.794 -0.549 1.417
H -1.226 0.172 3.114
H -1.607 2.111 2.616
H -0.370 1.751 1.377
H -0.689 3.826 -0.881
H 1.786 3.945 -1.478
H 3.637 0.771 -2.001
H 3.548 2.664 -2.640
H 3.809 3.269 -0.353
H 5.591 0.255 0.442
H 6.246 -2.291 -0.160
H 3.488 -4.723 -0.434
H 5.161 -4.318 -1.057
H 4.589 -4.630 0.670
H 2.070 -2.873 0.342
H 1.590 -0.739 0.820
H 1.642 -0.116 -1.902
H -0.873 -0.211 -1.263
H -4.056 2.746 1.667
H -4.344 1.667 0.297
H -5.095 0.247 2.270
H -3.729 0.998 3.206
*
```

Output
Total energy in eV: -48338.946
HOMO energy in eV: -8.4
Kohn-Sham gap in eV: 8.1
SMILES string: CCOC(=O)C1CCN(C(=O)c2ccc(CNS(=O)(=O)c3ccc(C)cc3)cc2)CC1